Molecular formula: BrFHN
Method: DFT, ωB97M-V with the def2-TZVPD basis set

Geometry (Å):
N1 -0.31933 -0.35472 0.44845
F1 -0.25489 -1.48907 -0.30626
Br1 -1.44869 0.90654 -0.10265
H1 2.02291 0.93725 -0.03954

Properties
HOMO-LUMO gap (alpha / beta), eV: 10.20 / 9.60